Record 1
C5H14N3 | ωB97M-V/def2-TZVPD

Element x y z (Å)
C  -2.367  0.308  1.074
C  -1.194  -0.520  0.651
N  -1.283  -0.534  -0.833
C  0.103  0.001  1.185
C  1.118  -0.018  0.114
N  1.290  -1.306  -0.539
C  1.701  1.097  -0.317
N  2.545  1.249  -1.461
H  -3.312  -0.314  1.014
H  -2.259  1.248  0.496
H  -2.433  0.493  2.184
H  -1.332  -1.571  0.926
H  -0.494  -1.284  -1.204
H  -2.261  -0.895  -1.185
H  -1.116  0.388  -1.237
H  0.012  1.063  1.540
H  0.487  -0.514  2.137
H  1.988  -1.409  -1.234
H  1.433  -1.992  0.191
H  1.331  2.135  -0.073
H  3.177  2.005  -1.593
H  2.866  0.370  -1.839

Force components x, y, z for each atom (eV/Å):
-1.43 -0.54 1.86
-1.46 -1.12 0.98
-0.35 -3.11 -2.41
1.46 0.97 1.42
1.20 -0.09 -0.89
-1.12 0.28 1.46
0.48 2.85 -2.19
-1.42 -2.13 0.88
0.67 1.16 -0.98
-0.96 -0.28 0.57
0.81 0.24 -1.10
0.03 0.14 0.05
-1.26 2.24 0.95
2.26 1.03 1.06
0.15 -0.10 -0.09
-0.12 -0.83 -0.49
-0.90 0.16 -1.39
0.80 0.18 -0.50
0.20 -0.42 -0.16
0.42 -1.48 0.70
0.18 0.49 0.41
0.37 0.35 -0.13

Properties
Charge   +1
Kohn-Sham gap   0.314 hartree
HOMO energy   -11.637 eV
Multiplicity   1
Structure (SMILES)   C[C@@H]([NH3+])C/C(N)=C/N



Record 2
C40H40GeN2O12OsP2S2 | ωB97M-V/def2-TZVPD

Element x y z (Å)
Os  0.976  -0.277  -0.176
C  7.559  3.992  1.861
C  6.505  2.921  1.935
C  6.101  2.398  3.159
C  5.141  1.398  3.229
C  4.585  0.923  2.053
C  4.973  1.423  0.817
C  5.928  2.419  0.765
S  3.365  -0.337  2.099
O  3.163  -0.711  3.464
O  3.724  -1.326  1.113
N  2.019  0.362  1.491
C  1.135  1.097  2.282
C  1.372  1.747  3.488
C  0.319  2.455  4.033
C  -0.911  2.508  3.383
C  -1.046  1.830  2.189
N  -0.041  1.133  1.666
H  7.751  4.429  2.841
H  7.258  4.791  1.182
H  8.499  3.582  1.487
H  6.545  2.774  4.073
H  4.835  0.977  4.178
H  4.538  1.009  -0.084
H  6.241  2.814  -0.196
H  2.332  1.691  3.979
H  0.457  2.975  4.972
H  -1.743  3.060  3.795
H  -1.968  1.833  1.622
O  2.116  -2.833  -0.443
P  0.805  -3.214  0.390
O  0.938  -4.283  1.362
O  0.311  -1.794  0.931
O  -0.214  -3.509  -0.809
P  -0.990  -2.324  -1.597
O  -2.085  -1.848  -0.549
O  -1.594  -2.723  -2.857
O  0.108  -1.191  -1.690
H  2.887  -2.654  0.136
H  -1.728  -1.732  0.345
O  1.068  2.130  -2.680
C  2.104  1.770  -2.177
O  2.189  0.779  -1.276
C  3.413  2.444  -2.506
C  3.970  2.057  -3.891
Ge  4.448  0.196  -4.348
C  3.014  -0.960  -4.964
C  1.670  -0.818  -4.624
C  0.721  -1.722  -5.085
C  1.102  -2.782  -5.892
C  2.436  -2.932  -6.248
C  3.382  -2.027  -5.789
C  5.449  -0.641  -2.906
C  5.291  -1.998  -2.624
C  6.094  -2.624  -1.679
C  7.063  -1.900  -0.997
C  7.227  -0.547  -1.260
C  6.424  0.074  -2.209
C  5.655  0.406  -5.877
C  5.128  0.762  -7.121
C  5.958  0.982  -8.212
C  7.334  0.844  -8.077
C  7.873  0.483  -6.850
C  7.037  0.268  -5.759
H  4.150  2.242  -1.730
H  3.197  3.514  -2.500
H  4.913  2.591  -4.037
H  3.299  2.410  -4.678
H  1.341  -0.007  -3.987
H  -0.312  -1.620  -4.779
H  0.363  -3.496  -6.234
H  2.742  -3.759  -6.878
H  4.420  -2.154  -6.079
H  4.530  -2.574  -3.142
H  5.958  -3.679  -1.469
H  7.682  -2.387  -0.254
H  7.976  0.024  -0.724
H  6.574  1.132  -2.416
H  4.053  0.852  -7.248
H  5.531  1.253  -9.171
H  7.983  1.012  -8.928
H  8.944  0.364  -6.742
H  7.473  -0.026  -4.809
C  -1.841  2.887  -2.573
S  -1.484  1.168  -2.238
O  -0.916  1.183  -0.818
C  -3.170  0.612  -2.082
C  -3.904  0.860  -0.933
C  -5.209  0.403  -0.857
C  -5.763  -0.297  -1.924
C  -5.013  -0.551  -3.063
C  -3.702  -0.102  -3.143
H  -2.483  3.272  -1.782
H  -2.344  2.940  -3.539
H  -0.885  3.404  -2.610
H  -3.442  1.385  -0.106
H  -5.793  0.582  0.036
H  -6.781  -0.661  -1.858
H  -5.437  -1.120  -3.880
H  -3.089  -0.339  -4.006

Force components x, y, z for each atom (eV/Å):
-0.36 0.34 0.01
-0.01 -0.01 0.01
-0.01 0.00 0.00
0.04 0.03 -0.02
-0.02 -0.03 -0.01
0.04 0.06 0.01
0.02 -0.06 -0.02
0.01 0.04 0.02
-0.07 0.05 -0.04
0.01 -0.02 0.04
0.10 -0.09 -0.04
0.04 0.02 0.15
0.12 -0.15 -0.13
0.03 0.02 0.06
0.03 0.01 0.03
-0.02 0.01 0.02
0.01 -0.05 -0.09
-0.01 0.01 0.09
-0.01 -0.01 -0.03
0.00 -0.01 0.01
-0.02 0.00 0.00
0.00 0.00 -0.01
0.01 0.01 -0.03
0.02 0.00 0.01
-0.01 -0.02 0.02
-0.02 -0.01 -0.01
0.00 0.00 0.00
0.00 0.01 0.00
0.02 -0.01 0.00
0.05 -0.13 0.11
0.31 0.14 -0.01
-0.17 0.01 0.08
0.01 -0.12 -0.15
-0.09 0.01 -0.11
0.16 0.07 0.13
-0.03 -0.01 -0.03
0.09 -0.03 -0.10
-0.19 -0.13 -0.02
-0.12 0.03 -0.07
0.02 0.02 -0.02
-0.04 -0.07 -0.14
-0.06 -0.04 0.29
0.11 0.29 -0.26
0.19 -0.24 -0.15
-0.13 0.01 0.07
0.00 0.07 -0.02
-0.04 -0.05 -0.05
0.03 -0.04 0.01
-0.03 0.02 0.07
0.04 -0.01 -0.01
0.01 0.00 0.00
-0.04 -0.03 0.01
0.07 -0.06 0.06
-0.01 0.01 0.07
-0.05 -0.01 0.04
-0.03 -0.02 0.02
-0.05 0.05 0.01
0.02 0.02 -0.01
0.06 0.09 -0.04
0.02 -0.03 0.01
0.01 -0.01 0.02
-0.02 -0.01 0.02
-0.03 0.00 0.01
-0.01 -0.02 -0.04
-0.03 -0.08 -0.01
0.03 0.02 0.02
-0.03 0.09 0.00
-0.04 0.02 0.04
-0.02 0.04 0.02
-0.02 -0.01 0.01
0.01 0.02 0.00
0.00 0.01 0.00
-0.01 0.01 0.00
0.03 0.03 0.01
0.00 0.05 -0.01
-0.01 0.00 -0.02
-0.01 -0.01 -0.01
-0.01 -0.05 0.00
0.04 0.01 0.01
0.01 -0.01 0.03
-0.01 -0.01 0.02
-0.02 0.00 0.00
-0.01 0.02 -0.02
0.04 0.09 0.02
0.09 -0.10 -0.02
-0.02 -0.06 0.01
0.01 -0.03 -0.03
-0.03 0.03 -0.01
0.02 0.01 0.02
0.02 -0.01 -0.02
-0.04 -0.01 0.02
0.04 -0.04 -0.03
0.02 0.02 -0.01
0.00 -0.01 0.04
-0.05 -0.02 0.00
-0.03 0.00 -0.01
0.01 -0.01 -0.02
0.02 0.01 0.00
0.01 0.02 0.03
-0.03 0.02 0.06

Properties
Kohn-Sham gap (alpha / beta)   0.331 / 0.255 hartree
HOMO energy (alpha / beta)   -8.904 / -8.904 eV
Multiplicity   5



Record 3
C4H8O2 | ωB97M-V/def2-TZVPD

Element x y z (Å)
O  0.711  -2.011  0.721
C  -0.024  -0.828  0.913
C  0.700  0.499  0.587
C  -0.413  0.929  -0.368
O  0.273  0.929  -1.696
C  -1.105  -0.436  -0.142
H  1.307  -1.846  -0.021
H  -0.449  -0.928  1.922
H  1.308  0.402  -0.367
H  1.149  1.120  1.371
H  -0.986  1.852  -0.262
H  0.738  1.771  -1.851
H  -1.078  -1.044  -1.048
H  -2.132  -0.408  0.242

Force components x, y, z for each atom (eV/Å):
0.14 0.05 -0.24
-0.14 0.35 -0.03
0.53 0.05 -0.52
0.10 0.18 -0.95
-1.41 0.54 -0.17
-0.03 0.07 -0.27
-0.06 -0.18 0.07
0.18 0.34 -0.29
1.06 -0.87 2.29
-0.19 -0.11 -0.29
0.02 -0.20 0.15
-0.46 -0.28 0.31
-0.01 -0.03 0.08
0.27 0.12 -0.13

Properties
Kohn-Sham gap   0.400 hartree
HOMO energy   -9.982 eV
Multiplicity   1
Structure (SMILES)   O[C@H]1C[C@@H](O)C1



Record 4
C3H13NO3 | ωB97M-V/def2-TZVPD

Element x y z (Å)
C  -0.226  -1.032  0.902
C  -0.527  0.281  0.706
C  -1.455  1.096  1.621
N  -0.018  1.084  -0.328
H  0.111  -1.527  0.017
H  -0.159  -1.431  1.929
H  -1.939  0.325  2.257
H  -0.921  1.874  2.218
H  -2.234  1.600  1.022
H  -0.658  1.780  -0.740
H  0.396  0.489  -1.048
O  2.142  -1.120  -1.608
H  2.340  -0.765  -0.749
H  2.968  -1.453  -1.981
O  2.581  0.576  0.227
H  3.332  0.230  0.745
H  1.794  0.466  0.671
O  -2.351  -0.474  -2.050
H  -3.120  -0.892  -2.509
H  -2.056  -1.106  -1.303

Force components x, y, z for each atom (eV/Å):
-0.06 1.55 0.25
-0.80 1.44 0.52
0.57 -0.87 0.55
-0.90 -1.12 -0.66
0.89 -0.71 0.00
-0.71 -0.15 -0.92
0.12 0.92 -0.01
-0.39 -0.65 -0.39
0.35 -0.28 0.15
0.41 -0.71 0.46
0.09 0.53 -0.16
-0.37 -1.23 -1.57
0.46 0.60 0.54
-0.26 0.13 0.13
4.17 0.46 -1.06
-0.83 0.35 -0.01
-2.76 -0.31 2.10
-0.10 -1.65 1.16
1.03 0.30 0.78
-0.91 1.40 -1.85

Properties
Kohn-Sham gap   0.335 hartree
HOMO energy   -8.391 eV
Multiplicity   1
Structure (SMILES)   C=C(C)N.O.O.O



Computed relative energy (zero: lowest compared OMol25 entry of this formula, charge and spin) (kJ/mol) in order:
195.5 0.0 248.5 133.8